1.
{
  "formula": "C5H34NO12",
  "method": "the ωB97M-V functional and the def2-TZVPD basis",
  "multiplicity": 1,
  "charge": -1,
  "lumo_energy_ev": 2.814,
  "fmax_ev_per_a": 1.16,
  "species": ["H", "H", "H", "H", "O", "H", "H", "O", "H", "H", "H", "O", "C", "O", "O", "C", "C", "H", "C", "H", "H", "H", "H", "O", "H", "H", "H", "H", "H", "H", "H", "H", "O", "H", "H", "N", "O", "O", "H", "H", "H", "O", "O", "H", "H", "O", "C", "H", "H", "H", "H", "H"],
  "coordinates": [[-1.628, -1.442, 1.099], [0.926, -0.145, 3.949], [0.153, 1.423, 2.368], [1.526, -3.162, -1.795], [-0.848, -3.712, -0.423], [0.100, 4.025, -0.669], [2.689, -2.183, -0.340], [1.077, 4.043, -0.563], [2.118, 2.895, 0.547], [3.280, -1.027, 0.499], [-0.928, 0.075, 2.162], [2.486, 2.243, -2.061], [0.741, -1.970, 2.760], [-2.323, -1.964, 0.689], [2.731, 2.125, 0.608], [-0.392, 1.014, -0.313], [1.019, -0.484, 2.905], [-4.414, -3.624, 2.148], [-0.926, 0.136, -1.448], [1.454, 3.552, -1.332], [-1.224, 1.465, 0.233], [0.146, 1.873, -0.739], [-3.104, -2.871, 1.924], [1.195, -2.556, -1.101], [3.191, -0.692, -1.893], [0.090, -3.152, -0.745], [-0.820, 0.635, -2.420], [0.840, -0.534, 0.310], [2.068, -0.281, 2.647], [-2.353, 3.428, -0.856], [-0.279, -2.258, 3.001], [1.732, -1.137, -1.999], [2.383, -0.504, -2.393], [-2.009, 4.566, 0.118], [-3.914, 2.289, -1.976], [0.561, 0.383, 0.637], [-3.566, 2.220, -1.088], [-2.312, -0.171, -1.312], [2.879, 2.163, -1.161], [2.295, 1.311, -2.321], [-0.599, -4.360, 0.244], [-1.706, 4.156, -0.700], [3.554, -1.788, -0.028], [0.858, -2.301, 1.724], [-0.357, -0.818, -1.543], [-3.595, -3.398, 2.597], [0.106, 0.384, 2.040], [1.426, -2.578, 3.373], [-3.146, 1.324, -1.030], [-2.423, -0.879, -0.633], [-1.810, -2.720, 0.166], [2.133, 1.350, 0.604]],
  "lowdin_charge": [0.02, 0.11, 0.12, 0.04, -0.17, 0.00, -0.01, -0.12, 0.02, 0.01, 0.10, -0.11, -0.10, -0.11, -0.11, -0.16, -0.24, 0.02, -0.20, 0.01, 0.11, 0.08, -0.02, -0.31, 0.03, -0.02, 0.13, 0.08, 0.10, 0.00, 0.07, -0.01, -0.09, 0.05, 0.05, -0.07, -0.07, -0.12, 0.01, 0.01, 0.03, -0.08, -0.11, 0.06, 0.10, -0.10, -0.23, 0.08, 0.02, 0.05, 0.03, 0.00]
}

2.
{
  "formula": "C5H35N2O10",
  "method": "the ωB97M-V functional and the def2-TZVPD basis",
  "multiplicity": 1,
  "charge": 1,
  "lumo_energy_ev": -2.553,
  "fmax_ev_per_a": 2.19,
  "species": ["H", "H", "O", "H", "N", "H", "C", "H", "C", "H", "C", "H", "H", "O", "H", "H", "H", "H", "O", "H", "O", "H", "H", "H", "O", "N", "H", "H", "H", "H", "H", "O", "H", "H", "H", "H", "C", "O", "H", "O", "H", "H", "O", "C", "H", "H", "H", "H", "H", "H", "H", "O"],
  "coordinates": [[2.065, -0.063, 3.603], [-0.701, 4.085, 0.413], [2.833, 1.254, -2.295], [2.734, -2.131, -3.023], [0.191, -0.691, -0.333], [-3.324, 0.718, 3.594], [-3.319, -2.270, -1.018], [1.192, -4.375, 1.118], [-1.968, -0.095, -1.124], [0.729, 3.623, -0.028], [0.954, -0.939, 0.939], [-2.634, -1.156, 0.610], [1.457, -1.365, 3.689], [0.021, 0.563, 3.206], [-0.804, 0.950, 0.580], [0.236, -1.134, 1.744], [-0.512, 0.867, 3.963], [-4.110, -1.612, -1.393], [2.462, 3.605, -0.139], [-4.170, 0.502, -1.434], [2.342, -0.996, 3.667], [2.089, 1.733, -1.925], [2.641, -0.501, -3.375], [-1.417, -2.028, -0.285], [2.226, -1.358, -3.231], [-2.282, -1.427, -0.322], [-2.273, -0.426, 3.241], [0.324, 1.423, 2.849], [2.638, 2.680, 0.159], [-3.844, -3.020, -0.371], [1.594, -1.797, 0.616], [0.439, -3.929, 1.520], [-1.667, -0.513, -2.103], [-2.974, 1.709, -1.554], [-0.361, 1.269, -1.087], [0.667, -3.103, 1.929], [-3.170, 0.796, -0.999], [-2.793, 0.298, 2.901], [1.561, -0.097, 1.392], [-0.427, 0.077, -3.877], [-2.956, -3.049, -1.698], [-3.295, 1.215, -0.007], [-0.212, 3.543, -0.196], [-0.728, 0.479, -0.457], [0.956, -0.639, -1.002], [2.903, 4.021, -0.875], [4.328, 0.678, 1.286], [0.395, 0.432, -3.529], [3.479, 1.948, -2.501], [-0.081, -0.748, -4.241], [3.139, 0.123, 0.420], [3.428, 0.872, 0.981]],
  "lowdin_charge": [0.02, 0.04, -0.04, 0.04, -0.10, 0.06, -0.02, 0.05, -0.28, -0.03, -0.14, 0.16, 0.01, -0.08, 0.13, 0.05, 0.07, 0.08, -0.05, 0.10, -0.06, 0.02, 0.01, 0.16, -0.05, 0.03, 0.02, 0.08, 0.04, 0.11, 0.10, -0.05, 0.13, 0.10, 0.09, -0.02, -0.04, -0.06, 0.05, -0.04, 0.10, 0.08, -0.06, -0.17, 0.07, 0.06, 0.08, 0.01, 0.07, 0.05, 0.04, -0.06]
}

3.
{
  "formula": "C5H35NO11S2",
  "method": "the ωB97M-V functional and the def2-TZVPD basis",
  "multiplicity": 1,
  "lumo_energy_ev": -0.117,
  "fmax_ev_per_a": 3.49,
  "smiles": "CCN[C@H](C)CSS.O.O.O.O.O.O.O.O.O.O.O",
  "species": ["H", "S", "H", "O", "H", "H", "H", "H", "O", "H", "O", "H", "H", "O", "H", "O", "O", "H", "H", "H", "H", "C", "O", "S", "H", "O", "C", "H", "H", "H", "N", "H", "H", "C", "C", "H", "O", "H", "H", "H", "H", "H", "H", "H", "H", "H", "H", "O", "O", "C", "H", "H", "H", "H"],
  "coordinates": [[-1.833, 1.417, 4.742], [-1.931, 4.181, -1.957], [-1.349, -0.405, 2.103], [-2.056, 0.249, 2.193], [-3.941, -0.734, -2.110], [-1.638, -3.505, -3.565], [-2.924, -2.652, -3.602], [-2.063, 0.528, -1.425], [0.728, -0.268, 2.888], [-0.670, -1.995, -5.308], [-1.376, -1.051, 4.802], [1.010, 0.618, 3.107], [1.472, -0.851, 2.905], [-0.983, 1.808, 5.002], [-0.594, 1.007, 5.397], [-0.306, 2.567, 2.634], [-3.488, -1.570, -1.900], [-2.962, 3.675, -1.240], [0.034, -3.129, 0.162], [-0.363, 2.425, 3.598], [3.909, 0.510, 2.020], [-1.231, 1.134, -1.703], [1.879, 4.082, 2.840], [-1.684, 2.381, -2.931], [0.701, -0.504, -0.100], [-0.184, -1.166, -5.119], [0.875, -3.078, -0.549], [-1.175, -1.909, 5.198], [2.175, 0.626, -2.354], [4.982, -0.115, -0.883], [0.158, -0.761, -0.923], [-0.189, -2.474, -2.219], [3.721, -0.305, -1.665], [1.296, 1.180, -2.134], [0.026, 0.335, -1.987], [1.148, 1.755, -3.062], [2.968, 0.530, 1.865], [1.157, 3.447, 3.033], [1.360, -1.834, -2.330], [-0.029, -0.310, -2.930], [-0.348, -1.012, -4.211], [1.361, 2.136, -1.512], [2.001, 3.597, 1.973], [1.855, -3.033, -0.064], [-3.032, -1.420, -1.055], [-0.691, 1.807, 2.193], [0.814, -4.070, -1.061], [-2.247, -3.045, -4.138], [4.028, -0.311, -0.762], [0.611, -1.998, -1.568], [2.931, 0.469, 0.918], [-0.519, -0.744, 4.502], [-2.435, 0.039, 3.064], [-0.964, 1.745, -0.773]],
  "lowdin_charge": [0.06, 0.32, 0.02, -0.06, 0.06, 0.03, 0.00, 0.03, -0.05, 0.03, -0.05, 0.03, 0.04, -0.03, 0.06, -0.08, -0.06, -0.18, 0.08, 0.00, 0.05, -0.53, -0.11, 0.43, 0.10, -0.06, -0.10, 0.06, 0.04, 0.07, -0.02, 0.10, 0.01, -0.06, -0.43, 0.06, -0.04, -0.03, 0.10, 0.10, -0.06, 0.12, 0.04, 0.07, 0.05, 0.01, 0.08, -0.04, -0.05, -0.32, 0.00, -0.01, 0.03, 0.09]
}

4.
{
  "formula": "C5H35NO13",
  "method": "the ωB97M-V functional and the def2-TZVPD basis",
  "multiplicity": 1,
  "lumo_energy_ev": 0.365,
  "fmax_ev_per_a": 7.30,
  "species": ["H", "O", "H", "O", "C", "O", "O", "H", "H", "H", "H", "H", "C", "O", "C", "H", "H", "H", "O", "H", "H", "O", "H", "H", "H", "H", "O", "H", "H", "O", "O", "H", "H", "H", "H", "C", "N", "O", "H", "O", "O", "H", "H", "H", "H", "H", "H", "C", "H", "H", "H", "H", "H", "H"],
  "coordinates": [[-2.889, -1.828, -1.951], [-2.807, -1.194, -2.578], [0.889, -2.307, 0.690], [-2.071, -2.811, -0.583], [1.583, -0.265, 0.331], [1.323, 1.358, 3.030], [2.144, -1.218, 3.104], [0.650, -1.910, 3.739], [2.617, -2.171, 0.353], [-0.268, -4.242, 1.422], [-0.556, -1.079, 3.450], [-0.460, 4.423, 1.792], [0.179, 0.316, 0.000], [-1.928, 1.696, 0.953], [2.705, 0.424, -0.477], [-3.368, -0.388, -2.308], [-2.607, 1.574, -0.617], [2.671, 1.463, -0.300], [-0.800, -3.646, 1.838], [1.509, -2.063, -0.939], [-1.611, 2.771, -2.430], [-0.728, 0.142, -3.562], [0.237, 1.428, -0.228], [-0.428, -3.093, 2.438], [1.303, 4.094, -0.793], [1.666, 0.068, 1.469], [2.119, -1.470, -3.950], [2.607, 0.348, -1.538], [-2.125, -3.679, -0.513], [-3.286, 1.291, -1.191], [0.213, 3.847, 1.670], [0.932, 2.086, 3.593], [3.615, -0.025, -0.156], [-0.630, 1.680, -2.859], [-2.654, 0.028, 1.893], [1.657, -1.794, 0.061], [-0.774, -0.197, 1.031], [-0.766, 2.686, -2.657], [0.529, 3.088, -1.742], [-0.310, -2.005, 3.748], [0.870, 3.338, -0.893], [1.244, 1.888, 2.211], [-0.096, -0.046, -0.967], [-4.027, 1.489, -0.593], [-1.410, -2.572, 0.062], [-1.315, 0.245, -4.290], [1.882, -0.280, 2.957], [-1.911, 0.562, 1.357], [3.070, -1.172, 3.385], [1.368, -2.053, -4.208], [-0.572, -1.031, 1.363], [0.419, 3.721, 0.750], [1.641, -1.028, -3.295], [-1.247, -0.488, -3.073]],
  "lowdin_charge": [-0.06, -0.05, 0.06, 0.02, -0.37, -0.08, -0.08, 0.01, 0.07, 0.01, 0.07, -0.01, -0.13, 0.00, -0.04, 0.08, -0.04, 0.05, 0.02, 0.05, -0.04, -0.03, 0.11, -0.08, -0.01, 0.10, -0.05, 0.07, -0.03, -0.04, 0.00, 0.10, 0.07, 0.06, 0.13, -0.04, 0.09, -0.03, 0.00, -0.07, -0.01, 0.04, 0.10, 0.07, 0.01, 0.06, 0.00, -0.27, 0.08, 0.06, 0.01, -0.02, -0.05, 0.00]
}

| no. | Kohn-Sham gap (eV) |
| --- | --- |
| 1 | 9.33 |
| 2 | 9.82 |
| 3 | 8.60 |
| 4 | 10.25 |